(1)
DFT (ωB97M-V/def2-TZVPD) results for 2 unconnected molecules or ions with the total composition C11H17O2P in a non-equilibrium geometry.

```
31
Properties=species:S:1:pos:R:3:nbo_charge:R:1
C 4.5156 1.8972 -0.1322 -0.211
C 3.6300 1.6956 -1.1799 -0.210
C 4.4122 1.1733 1.0934 -0.193
C 2.5476 0.8596 -0.9895 -0.216
C 3.3712 0.2920 1.2064 -0.219
C 2.4324 0.2013 0.2289 -0.363
C -5.2010 0.8605 0.5480 -0.419
C -2.8850 1.1661 0.8982 -0.652
C -3.6647 -0.5322 -0.9633 -0.661
C 2.7789 -2.5786 -0.9486 -0.234
C -4.0144 0.4485 0.1282 0.043
O 1.2742 -1.5503 1.7750 -1.024
O 1.4468 -2.1312 -0.6401 -0.830
P 0.9602 -0.9198 0.2892 1.366
H 5.2727 2.6546 -0.3372 0.212
H 3.8336 2.4299 -2.0674 0.221
H 5.1108 1.3338 2.0082 0.221
H 1.7757 0.7046 -1.6368 0.209
H 3.3159 -0.1531 2.1065 0.218
H -5.3587 1.6169 1.2093 0.184
H -6.0957 0.4503 0.1753 0.177
H 0.6166 -1.8000 2.4022 0.509
H -3.0348 1.3182 1.9476 0.218
H -2.7126 2.1834 0.4072 0.211
H -2.0334 0.5772 0.6499 0.209
H -4.6067 -1.0099 -1.3300 0.224
H -3.4156 0.1049 -1.8389 0.231
H -2.8234 -1.2643 -0.4886 0.230
H 3.4054 -2.5038 -0.0052 0.189
H 3.1188 -2.0784 -1.7374 0.175
H 2.7769 -3.7453 -1.2037 0.187
```

Computed properties:
ΔE to the lowest compared entry with this formula, charge and spin, kcal per mole: 101.8
SMILES: COP(O)c1ccccc1.C=C(C)C
HOMO-LUMO gap, eV: 9.55

(2)
DFT (ωB97M-V/def2-TZVPD) results for a molecular structure, C2H7IN3 in a non-equilibrium geometry.

```
13
Properties=species:S:1:pos:R:3:nbo_charge:R:1
C -0.0444 -0.0909 0.8292 0.636
C 0.2038 0.2296 -1.9121 -0.457
N -0.4856 -1.2662 0.5755 -0.772
N 0.6344 0.9072 -0.6323 -0.505
N -0.3334 0.5059 1.9702 -0.769
I 0.1089 2.4745 2.2402 0.500
H 0.8037 -0.7077 -1.9441 0.192
H -0.8790 0.1592 -1.7420 0.225
H 0.3928 0.8822 -2.8117 0.264
H -0.1867 -1.9612 -0.2080 0.457
H -0.9594 -1.8498 1.2769 0.422
H 1.5807 0.7722 -0.3622 0.363
H -0.8358 -0.0549 2.7203 0.443
```

Computed properties:
ΔE to the lowest compared entry with this formula, charge and spin, kcal per mole: 58.9
Total charge: +1
HOMO-LUMO gap, eV: 9.10

(3)
DFT (ωB97M-V/def2-TZVPD) results for a molecular structure, C6H8LiO6 in a non-equilibrium geometry.

```
21
Properties=species:S:1:pos:R:3:lowdin_spin:R:1
O -4.2643 -1.1594 1.7865 0.000
C -4.3909 -1.8438 2.8239 0.000
O -5.4082 -1.9035 3.5318 0.000
O -3.3178 -2.5897 3.2460 0.000
C -2.2226 -2.6013 2.4072 0.000
C -0.9654 -2.4560 3.0506 0.000
C 0.2882 -2.8122 2.4025 0.000
C 1.5452 -2.1235 2.8649 -0.002
O 1.5205 -0.7288 2.2741 0.000
C 2.4230 0.0903 2.2747 -0.003
O 3.4610 0.3851 2.7426 -0.001
Li -6.1542 -0.6034 2.2156 0.000
H -2.1357 -1.6158 1.8302 0.000
H -2.2653 -3.3476 1.5971 0.000
H -0.9572 -2.0326 4.0639 0.000
H 0.2070 -2.8902 1.3088 0.000
H 0.3859 -3.8742 2.7413 0.000
H 2.4371 -2.6031 2.4559 0.000
H 1.6117 -1.9755 3.9469 0.000
O 1.7895 1.5449 1.1504 0.988
H 1.4254 1.2063 0.3104 0.018
```

Computed properties:
⟨S²⟩: 0.76
Total charge: +2
HOMO-LUMO gap (spin up / spin down), eV: 6.61 / 4.73
Spin multiplicity: 2

(4)
DFT (ωB97M-V/def2-TZVPD) results for a gas-phase ion, C3H8N3 (charge +1) in a non-equilibrium geometry.

```
14
Properties=species:S:1:pos:R:3:nbo_charge:R:1
C -0.6260 -0.1335 2.0043 -0.230
C -1.3540 -0.8978 1.0256 -0.232
C 0.0941 0.6710 -0.3826 -0.137
N 0.5400 -0.3205 -1.5271 0.121
N 1.6467 -0.0185 -2.1364 -0.337
N -0.8878 0.4423 0.6642 -0.402
H -1.3049 0.3484 2.6752 0.247
H 0.3350 -0.4496 2.1084 0.209
H -1.0253 -1.6569 0.2676 0.214
H -2.3710 -0.8963 1.1829 0.217
H 1.0575 1.1274 0.0808 0.214
H -0.3845 1.4955 -0.9488 0.289
H 2.3403 0.6337 -1.9541 0.399
H 1.9397 -0.3452 -3.0599 0.429
```

Computed properties:
ΔE to the lowest compared entry with this formula, charge and spin, kcal per mole: 149.2
SMILES: [NH2+]=NCN1CC1
Total charge: +1
HOMO-LUMO gap (spin up / spin down), eV: 6.67 / 6.67

(5)
DFT (ωB97M-V/def2-TZVPD) results for 4 unconnected molecules or ions with the total composition C2H14N3O3 in a non-equilibrium geometry.

```
22
Properties=species:S:1:pos:R:3:nbo_charge:R:1
C -0.0767 -0.3008 2.5823 -0.454
N 0.4025 0.6113 1.3943 -0.629
C -0.5129 1.3788 0.6623 0.688
N -0.3289 1.3069 -0.6737 -0.769
N -1.3417 2.3255 1.1288 -0.750
H 0.8195 -0.9260 2.7208 0.241
H -0.8113 -1.1912 2.3934 0.220
H -0.3947 0.2787 3.5405 0.230
H 1.2557 0.2120 0.8707 0.466
H 0.2377 0.6070 -1.1411 0.435
H -0.7966 1.7999 -1.4354 0.420
H -1.9864 2.9000 0.5886 0.441
H -1.5225 2.1824 2.1034 0.419
H 2.5488 -0.6332 -0.7686 0.481
H 3.2958 -1.5261 -0.0006 0.487
O 2.9076 -0.6376 0.0948 -0.949
H -1.8173 -1.6828 -3.0958 0.485
H -2.1657 -2.0615 -1.5868 0.497
O -1.7354 -1.4283 -2.2162 -0.979
H 0.4281 -1.4986 -1.7880 0.485
H 0.6028 -0.7021 -3.1062 0.496
O 0.9913 -1.0145 -2.2674 -0.961
```

Computed properties:
ΔE to the lowest compared entry with this formula, charge and spin, kcal per mole: 50.0
Total charge: +1
HOMO-LUMO gap, eV: 11.20

(6)
DFT (ωB97M-V/def2-TZVPD) results for a molecular structure, C7H15NO in a non-equilibrium geometry.

```
24
Properties=species:S:1:pos:R:3:nbo_charge:R:1
C 1.4054 0.3040 0.3524 -0.113
C -0.4265 2.0433 -0.3142 -0.678
C 2.5914 1.0526 -0.2638 -0.607
C 0.1150 0.6289 -0.4334 0.403
N 1.7069 -1.1225 0.3882 -0.826
O -0.0122 0.0399 -1.5814 -0.650
H 1.2712 0.6428 1.3847 0.189
H 1.7497 -1.4750 -0.5638 0.364
H 0.9629 -1.6315 0.8549 0.361
H -0.4414 2.3756 0.7237 0.214
H -1.4334 2.0956 -0.7261 0.232
H 0.2055 2.7273 -0.8835 0.233
H 2.4525 2.1328 -0.2166 0.207
H 3.5026 0.7977 0.2755 0.227
H 2.7104 0.7642 -1.3091 0.214
C -1.8695 -1.6160 -0.8441 -0.740
C -1.7721 -1.0335 0.4336 -0.004
C -2.0818 -1.1972 1.7024 -0.416
H -0.8665 -0.0906 0.3278 0.135
H -0.8903 -0.9210 -1.4558 0.359
H -1.5998 -2.6675 -0.9188 0.239
H -2.7593 -1.3497 -1.4108 0.239
H -1.7592 -0.5126 2.4744 0.208
H -2.7615 -1.9875 2.0037 0.209
```

Computed properties:
ΔE to the lowest compared entry with this formula, charge and spin, kcal per mole: 93.9
HOMO-LUMO gap, eV: 9.74